Entry 1:
Density functional theory data (ωB97M-V/def2-TZVPD) for a molecular structure, C10H28ClHoI2OP2 in a non-equilibrium geometry.

```
! wB97M-V def2-TZVPD RIJCOSX def2/J DEFGRID3
* xyz 2 5
I -1.011 -4.178 -3.205
I 1.101 -5.384 -1.885
Ho 0.455 0.330 0.754
P 1.910 1.803 -1.128
C 2.509 0.923 -2.605
C 1.320 3.379 -1.832
H 2.104 3.882 -2.425
H 4.099 2.916 -1.027
H 0.996 4.028 -1.006
H 3.212 2.949 0.549
H 1.644 0.663 -3.220
H 0.448 3.178 -2.471
C 3.469 2.338 -0.328
H 3.213 1.532 -3.185
H 4.013 1.449 0.019
H 2.992 -0.004 -2.286
P -1.633 -0.248 2.469
C -2.325 -1.919 2.239
C -1.005 -0.269 4.185
H -2.806 1.834 2.769
H -3.781 0.470 3.435
H -3.678 0.751 1.659
C -3.124 0.794 2.610
H -0.594 0.724 4.405
H -1.795 -0.521 4.909
H -3.030 -2.182 3.032
H -1.499 -2.635 2.213
H -0.188 -0.998 4.253
H -2.828 -1.944 1.267
Cl 0.160 2.611 1.733
C 1.565 -1.980 0.234
C 0.662 -1.969 -0.984
O -0.255 -0.868 -0.930
C -1.221 -0.716 -1.977
C -2.163 0.384 -1.553
H 2.219 -1.072 0.372
H 2.277 -2.791 0.092
H 1.007 -2.204 1.162
H 1.185 -1.948 -1.939
H 0.044 -2.864 -0.998
H -0.687 -0.522 -2.913
H -1.730 -1.686 -2.094
H -1.655 1.303 -1.222
H -2.793 0.638 -2.410
H -2.801 0.026 -0.734
*
```

Calculated values
Highest occupied orbital energy in eV: -14.8
Gap between HOMO and LUMO in eV: 7.45
DFT total energy in eV: -85959.000
Largest force on an atom in eV Å⁻¹: 1.9


Entry 2:
Density functional theory data (ωB97M-V/def2-TZVPD) for a molecular structure, C10H28ClINOP2Re in a non-equilibrium geometry.

```
! wB97M-V def2-TZVPD RIJCOSX def2/J DEFGRID3
* xyz 3 4
C 1.331 -0.474 0.051
I -2.209 -0.487 -0.548
H 2.426 -0.561 -0.224
H 0.969 -1.483 0.282
H 1.534 0.025 1.003
Re 0.571 0.903 -1.852
P 0.092 -1.326 -2.204
C -0.579 -2.746 -1.132
C -1.035 -1.411 -3.644
H -0.935 -2.391 -4.129
H 1.390 -3.005 -3.364
H -0.797 -0.615 -4.360
H 2.169 -1.380 -3.511
H -1.627 -2.579 -0.770
H -2.083 -1.266 -3.358
C 1.640 -2.072 -2.845
H -0.575 -3.645 -1.764
H 2.301 -2.313 -2.007
H 0.031 -2.931 -0.244
P 0.527 2.535 -0.299
C 0.058 2.815 1.478
C 2.231 3.247 -0.329
H -0.369 3.904 -2.132
H -0.258 4.870 -0.633
H -1.558 3.682 -0.869
C -0.493 3.878 -1.041
H 2.642 3.269 -1.345
H 2.255 4.247 0.125
H 0.447 3.783 1.847
H 0.489 2.043 2.120
H 2.884 2.594 0.261
H -1.029 2.763 1.679
Cl 1.505 1.755 -3.685
C -0.050 -2.192 3.096
N -1.180 -1.265 3.067
C -2.322 -1.304 3.925
C -1.182 -0.222 2.201
O -0.319 -0.154 1.304
H -0.126 -2.802 3.986
H 0.905 -1.664 3.130
H 0.026 -2.856 2.227
H -2.428 -0.274 4.275
H -3.204 -1.491 3.309
H -2.155 -2.029 4.715
H -1.910 0.624 2.209
*
```

Calculated values
Highest occupied orbital energy (alpha / beta) in eV: -19.1 / -18.7
Gap between HOMO and LUMO (alpha / beta) in eV: 5.54 / 5.46
DFT total energy in eV: -55657.533
Largest force on an atom in eV Å⁻¹: 6.1
Energy relative to the best compared isomer or geometry (same formula, charge and spin) in kJ/mol: 576.3


Entry 3:
Density functional theory data (ωB97M-V/def2-TZVPD) for a molecular structure, C10H28MnO12S2 in a non-equilibrium geometry.

```
! wB97M-V def2-TZVPD RIJCOSX def2/J DEFGRID3
* xyz -2 6
Mn 0.034 -0.075 -0.461
S -0.817 -1.997 -3.070
O 0.232 -2.982 -3.159
O -1.256 -1.463 -4.357
O -1.686 -3.007 -2.588
O -0.508 -0.989 -2.083
S 0.107 -3.186 0.790
O -1.000 -3.422 1.716
O 0.140 -1.715 0.612
O 1.347 -3.758 1.311
O -0.160 -3.721 -0.539
C -0.381 1.930 -2.882
O -0.099 1.882 -1.420
H -1.335 1.449 -3.097
H -0.357 2.965 -3.222
H 0.378 1.364 -3.422
H -0.451 2.696 -1.053
C -4.021 0.194 -1.401
C -3.186 0.932 -0.344
C -3.933 1.294 0.951
O -2.148 0.042 0.056
H -3.396 -0.157 -2.222
H -4.827 0.845 -1.739
H -4.560 -0.648 -0.966
H -2.743 1.845 -0.741
H -3.290 1.573 1.786
H -4.557 0.457 1.261
H -4.598 2.121 0.701
H -2.510 -0.649 0.616
C 1.414 2.283 3.043
C 0.844 0.954 2.543
C -0.364 0.515 3.390
O 0.360 1.295 1.224
H 2.221 2.558 2.365
H 1.774 2.091 4.054
H 0.638 3.049 3.042
H 1.539 0.114 2.522
H -0.877 -0.294 2.870
H -1.013 1.353 3.643
H -0.041 0.111 4.349
H -0.025 2.173 1.279
C 3.713 -1.996 -1.127
C 3.133 -0.885 -0.197
C 4.179 0.091 0.395
O 2.182 -0.107 -0.901
H 4.559 -2.571 -0.748
H 3.933 -1.661 -2.140
H 2.939 -2.757 -1.221
H 2.537 -1.361 0.581
H 3.755 0.741 1.160
H 4.617 0.713 -0.385
H 4.973 -0.412 0.948
H 2.587 0.183 -1.722
*
```

Calculated values
Highest occupied orbital energy (alpha / beta) in eV: 1.4 / 1.4
Gap between HOMO and LUMO (alpha / beta) in eV: 2.10 / 2.08
DFT total energy in eV: -88383.319
Largest force on an atom in eV Å⁻¹: 8.3
Energy relative to the best compared isomer or geometry (same formula, charge and spin) in kJ/mol: 369.5